Entry 1:
The following is a quantum chemistry calculation of C11H17Cl2F3O5PtS as an isolated structure in a non-equilibrium geometry, from OMol25.

Positions of all 40 atoms, in Å:
C: 0.260388 -1.204398 -2.386319
C: 1.129071 -0.091626 -2.646171
C: 0.370297 1.109199 -2.506154
C: 2.586856 -0.142990 -2.855526
C: -0.989460 0.728647 -2.246949
C: -1.063244 -0.711272 -2.182602
C: -2.258774 -1.531712 -1.944263
C: 0.654755 -2.618245 -2.380387
C: 0.922379 2.476863 -2.570332
C: -2.108505 1.665126 -2.085456
Pt: 2.031627 -0.326955 0.496604
Cl: 2.794941 1.573373 0.166994
Cl: 3.154631 -2.315767 0.296683
O: 0.134490 0.309254 0.526697
H: 2.903590 -1.180918 -3.018550
H: 3.190201 0.290846 -2.033603
H: 2.812506 0.451360 -3.751809
H: 1.579793 2.685479 -1.706348
H: 0.118028 3.222425 -2.575646
H: 1.521250 2.618808 -3.481285
H: -1.757579 2.660332 -1.783971
H: -2.795406 1.283365 -1.324899
H: -2.677028 1.783865 -3.025666
H: -3.068025 -0.825903 -1.710276
H: -2.142781 -2.283023 -1.029993
H: -2.528331 -2.015260 -2.915694
H: 1.678820 -2.735824 -2.010991
H: 0.594222 -3.091584 -3.380088
H: -0.009847 -3.148279 -1.692580
H: 0.099036 1.169907 1.069566
O: -2.269377 -2.951192 0.282713
H: -1.673892 -2.733693 1.122038
F: 0.306501 1.313547 5.676225
C: -0.234564 1.287252 4.427669
F: -0.096762 0.030615 3.932265
F: -1.562149 1.552607 4.537436
S: 0.621449 2.534292 3.313282
O: 0.386641 3.805747 3.955458
O: 1.985585 2.025657 3.255539
O: -0.113832 2.364475 2.039191

Force components x, y, z for each atom (eV/Å):
-0.253 0.907 -0.660
-1.020 1.313 1.079
0.374 -1.862 -0.202
0.640 -0.074 -0.498
0.937 -0.815 0.180
-0.009 0.095 0.071
0.239 1.622 -1.329
0.130 -0.593 0.254
0.005 0.562 -0.071
-0.484 0.359 0.136
-2.678 -3.553 0.499
2.631 4.788 -0.750
0.359 -0.753 0.119
-0.083 0.512 0.127
0.113 0.295 0.029
-0.543 -0.265 -0.306
0.199 -0.136 -0.043
-0.272 -0.212 -0.271
0.203 -0.070 -0.020
-0.036 -0.017 0.129
-0.126 -0.284 0.008
0.008 0.168 -0.054
0.123 -0.078 0.219
-0.078 -0.442 0.079
0.099 -0.087 0.768
0.143 -0.448 0.870
-0.143 0.010 -0.039
-0.098 0.240 0.274
0.049 -0.167 -0.118
0.011 -1.668 -0.453
1.379 0.041 2.267
-1.635 -0.254 -2.992
-0.456 -0.155 -0.504
0.230 -0.110 -0.545
-0.213 0.970 0.622
0.659 -0.256 0.164
0.291 -1.123 -1.464
0.069 0.007 0.257
-1.011 0.633 0.589
0.249 0.902 1.577

The calculation puts the frontier orbital gap (spin up / spin down) at 5.99 / 4.85 eV. Its largest force on an atom is 5.52 eV/A. The multiplicity is 5. The LUMO energy (spin up / spin down) comes out at 4.95 / 3.35 eV. Its charge is -2. As for the energy above the lowest of the compared OMol25 structures with the same formula, charge and spin: 0.00 kcal per mole. As for the expectation value of S²: 6.0234. Its total energy is -69196.7163 eV. As for the HOMO energy (spin up / spin down): -1.04 / -1.51 eV.

Here are the Mulliken charges for atoms 1 to 8, given in e: 0.71, 0.30, 0.81, -1.14, 0.51, 0.38, -1.08, -1.51


Entry 2:
The following is a quantum chemistry calculation of C4H5CuLiO as an isolated structure in a non-equilibrium geometry, from OMol25.

Positions of all 12 atoms, in Å:
C: -1.193203 -1.471793 -0.030462
C: -0.516843 -0.502259 0.561547
C: -0.364994 0.675118 1.273283
H: -0.671856 -2.340412 -0.442670
H: -2.266846 -1.386307 -0.215489
H: -0.690747 1.628966 0.844988
H: -0.132546 0.646543 2.340416
O: 1.093712 0.698484 -1.263597
C: 1.235409 0.348984 0.007399
Cu: -0.090534 -0.016690 -2.477379
Li: 1.783102 2.304264 -0.745428
H: 1.815345 -0.584898 0.147392

Force components x, y, z for each atom (eV/Å):
0.876 0.322 -1.317
-1.908 -0.765 1.618
2.050 -0.649 -1.922
-0.339 0.080 0.309
0.033 -0.001 0.114
-0.070 0.024 0.052
0.144 0.059 -0.317
1.186 0.981 2.910
-0.576 -0.111 -1.316
-1.282 -0.855 -0.619
0.119 0.286 -0.176
-0.234 0.630 0.664

The calculation puts the frontier orbital gap (spin up / spin down) at 5.00 / 7.28 eV. Its largest force on an atom is 3.29 eV/A. The multiplicity is 3. The LUMO energy (spin up / spin down) comes out at -4.18 / -5.73 eV. Its charge is +1. As for the expectation value of S²: 2.0295. Its total energy is -51107.7088 eV. As for the HOMO energy (spin up / spin down): -9.18 / -13.01 eV.

Here are the Mulliken charges for atoms 1 to 8, given in e: -0.79, 0.20, -0.40, 0.33, 0.33, 0.27, 0.29, -0.64


Entry 3:
The following is a quantum chemistry calculation of C8H21NO8PZn as an isolated structure in a non-equilibrium geometry, from OMol25.

Positions of all 40 atoms, in Å:
Zn: -8.951539 -22.608274 -0.858670
P: -8.288478 -24.549455 0.679065
O: -7.389583 -25.116794 1.870419
O: -8.969391 -25.875934 0.237563
O: -7.498214 -23.904763 -0.537753
O: -9.359392 -23.425110 0.844217
C: -7.599913 -23.333894 -3.490188
O: -8.287968 -22.206607 -2.798781
C: -7.343512 -21.116650 -2.708615
C: -7.719072 -20.237795 -1.571057
N: -7.692018 -21.046876 -0.332040
C: -8.109994 -20.240221 0.809774
C: -7.167912 -20.666377 1.927920
O: -5.772653 -20.422039 1.560237
C: -4.887412 -20.982708 2.559909
H: -7.032749 -23.063503 -4.380867
H: -8.319077 -24.122753 -3.710681
H: -6.933281 -23.974391 -2.912726
H: -7.283810 -20.500441 -3.605728
H: -6.387591 -21.626331 -2.588043
H: -8.666148 -19.741083 -1.781844
H: -6.917097 -19.500248 -1.540252
H: -6.704511 -21.171037 -0.160255
H: -9.090525 -20.668341 1.018013
H: -8.077058 -19.151828 0.760595
H: -7.398577 -21.711857 2.132522
H: -7.406170 -20.045398 2.791472
H: -3.926895 -20.854807 2.060750
H: -5.073411 -22.053033 2.470975
H: -4.894322 -20.482023 3.528091
C: -11.789948 -22.217101 -1.232484
C: -11.473590 -23.196073 -2.341963
O: -10.302773 -23.826190 -1.956544
O: -10.706363 -21.391118 -0.903707
H: -12.194593 -22.729185 -0.359484
H: -12.471757 -21.492307 -1.677357
H: -11.278919 -22.895635 -3.371505
H: -12.315852 -23.870936 -2.494451
H: -10.356020 -24.696400 -2.358427
H: -11.051358 -20.495870 -0.870559

Force components x, y, z for each atom (eV/Å):
1.128 -1.523 1.274
1.678 -6.554 1.393
-0.936 3.466 -1.328
-0.736 1.297 -1.081
1.022 0.232 -0.584
-1.213 1.589 1.514
-0.781 -0.994 0.318
1.750 -0.479 -2.206
-0.126 -1.037 -0.408
1.096 -0.301 0.231
0.029 2.971 -1.412
0.371 -1.377 1.059
-0.007 0.598 0.286
-1.521 0.140 0.856
0.110 -0.298 -2.613
-0.505 0.702 -0.136
-0.590 0.637 -0.405
0.231 1.006 1.235
-0.273 -0.245 -0.468
0.341 0.497 0.424
-0.155 -0.102 0.346
-0.132 0.607 0.118
0.307 -1.028 -0.205
-0.299 0.711 0.703
-0.115 0.112 -0.786
0.506 -0.316 0.123
0.067 -0.122 0.376
0.348 0.190 0.483
-0.048 -0.182 1.195
-0.387 -0.254 0.029
-1.588 0.676 -1.618
-0.097 -0.017 -0.306
-0.310 -1.335 -0.349
0.713 0.588 0.170
0.199 -0.028 -0.023
-1.045 -0.439 0.239
-0.315 1.516 -0.045
-0.214 -0.331 0.659
1.019 -0.588 0.789
0.477 0.016 0.153

The calculation puts the frontier orbital gap at 3.18 eV. Its largest force on an atom is 6.91 eV/A. The LUMO energy comes out at 1.81 eV. Its charge is -1. Its total energy is -84213.3703 eV. As for the HOMO energy: -1.37 eV.

Here are the Mulliken charges for atoms 1 to 8, given in e: 0.73, 0.81, -0.86, -0.89, -0.67, -0.65, -1.04, -0.15